(1)
DFT (wB97M-V/def2-TZVPD) results for a 2-piece molecular cluster, C5H7NO overall at a distorted geometry.

The value obtained for the lowest unoccupied orbital energy is 0.431 eV. As for the spin multiplicity: 1. The charge is 0. The electronic energy is -8831.0807 eV. As for the HOMO-LUMO gap: 8.265 eV.

Structure (XYZ):
```
14
C5H7NO, DFT wB97M-V/def2-TZVPD
O 0.053 1.450 -1.148
C 0.989 1.190 -0.409
N 0.736 0.865 0.894
C -0.594 0.628 1.168
C -1.186 -0.394 -0.779
C -0.251 -1.446 -0.633
C 0.717 -2.154 -0.464
H 2.036 1.153 -0.726
H 1.453 0.473 1.489
H -1.247 1.430 0.882
H -0.773 0.204 2.174
H -2.146 -0.445 -0.314
H -1.277 -0.086 -1.840
H 1.489 -2.869 -0.292
```

=====

(2)
DFT (wB97M-V/def2-TZVPD) results for one molecule with the formula C5H7NO.

The value obtained for the lowest unoccupied orbital energy is 0.928 eV. As for the spin multiplicity: 1. The charge is 0. The electronic energy is -8833.8927 eV. As for the HOMO-LUMO gap: 10.285 eV.

Structure (XYZ):
```
14
C5H7NO, DFT wB97M-V/def2-TZVPD
C 1.550 -0.984 0.011
C 0.550 0.132 -0.030
N 0.509 1.456 0.594
C -0.505 0.491 0.970
C -1.620 0.242 -0.054
C -0.508 0.112 -1.104
O -0.458 -0.053 -2.293
H 1.043 -1.821 -0.489
H 1.771 -1.300 1.032
H 2.473 -0.798 -0.541
H 0.171 2.196 -0.022
H -0.524 0.202 2.016
H -2.469 0.911 -0.200
H -1.982 -0.784 0.108
```

=====

(3)
DFT (wB97M-V/def2-TZVPD) results for one molecule with the formula C5H7NO at a distorted geometry.

The value obtained for the lowest unoccupied orbital energy is 0.871 eV. As for the spin multiplicity: 1. The charge is 0. The electronic energy is -8833.9432 eV. As for the HOMO-LUMO gap: 8.658 eV.

Structure (XYZ):
```
14
C5H7NO, DFT wB97M-V/def2-TZVPD
O 0.567 -2.424 0.993
C 0.384 -1.345 0.462
C -0.734 -1.065 -0.520
C -1.147 0.421 -0.399
C -0.033 1.394 -0.418
C 1.100 1.031 0.209
N 1.204 -0.268 0.736
H -1.551 -1.754 -0.282
H -0.377 -1.400 -1.526
H -2.139 0.644 -0.788
H -1.005 1.178 0.638
H -0.207 2.375 -0.821
H 1.926 1.698 0.404
H 1.987 -0.507 1.325
```

=====

(4)
DFT (wB97M-V/def2-TZVPD) results for one molecule with the formula C5H7NO.

The value obtained for the lowest unoccupied orbital energy is -1.159 eV. As for the spin multiplicity: 1. The charge is 0. The electronic energy is -8830.8872 eV. As for the HOMO-LUMO gap: 8.529 eV.

Structure (XYZ):
```
14
C5H7NO, DFT wB97M-V/def2-TZVPD
C 0.932 0.349 -1.500
C 0.091 0.129 -0.270
N -0.830 1.200 0.120
C 0.234 0.842 1.028
C -0.517 -1.623 1.411
C -0.416 -1.253 0.023
O -0.689 -2.137 -0.780
H 1.866 -0.218 -1.447
H 1.163 1.413 -1.603
H 0.385 0.024 -2.390
H -1.745 0.861 0.405
H 1.010 1.578 1.212
H -1.498 -1.403 1.865
H 0.013 0.237 1.925
```

=====

(5)
DFT (wB97M-V/def2-TZVPD) results for one molecule with the formula C5H7NO.

The value obtained for the lowest unoccupied orbital energy is 0.781 eV. As for the spin multiplicity: 1. The charge is 0. The electronic energy is -8830.8753 eV. As for the HOMO-LUMO gap: 8.602 eV.

Structure (XYZ):
```
14
C5H7NO, DFT wB97M-V/def2-TZVPD
C 1.879 -0.579 -0.459
N 0.728 0.270 -0.012
C -0.328 -0.983 -0.025
C -1.404 -0.162 -0.698
O -1.889 -0.192 -1.796
C -1.588 0.734 0.551
C -0.300 0.064 1.048
H 1.588 -1.224 -1.299
H 2.193 -1.245 0.344
H 2.680 0.087 -0.770
H 0.570 1.126 -0.547
H -1.712 1.819 0.489
H -2.439 0.298 1.091
H 0.023 -0.012 2.084
```

=====

(6)
DFT (wB97M-V/def2-TZVPD) results for C5H7NO as an isolated structure.

The value obtained for the lowest unoccupied orbital energy is 0.862 eV. As for the spin multiplicity: 1. The charge is 0. The electronic energy is -8833.3148 eV. As for the HOMO-LUMO gap: 10.619 eV.

Structure (XYZ):
```
14
C5H7NO, DFT wB97M-V/def2-TZVPD
O 1.874 -0.704 -0.831
C 1.159 -0.284 0.294
C 0.492 1.069 0.380
C -0.904 0.941 -0.124
C -1.149 -0.484 -0.575
C -0.244 -0.829 0.609
N -0.580 0.528 1.266
H 1.426 -0.372 -1.618
H 1.809 -0.426 1.162
H 0.952 2.037 0.560
H -1.515 1.818 -0.323
H -0.855 -0.815 -1.580
H -2.185 -0.771 -0.367
H -0.368 -1.758 1.164
```